Record 1
ORCA calculation (ωB97M-V/def2-TZVPD) on 2 unconnected molecules or ions with the total composition C13H15N3.

Atoms and positions in Å:
N -0.481 1.023 -3.895
N 1.166 1.410 0.923
N 1.410 0.507 -2.851
C -0.591 -0.237 -3.447
C -1.312 1.938 0.933
C -0.138 1.331 1.369
C 1.351 -1.668 2.984
C -0.220 0.165 2.194
C 1.072 -0.463 2.196
C -1.454 -0.363 2.563
C -2.634 0.226 2.122
C 1.802 0.198 1.253
C 0.921 -1.798 -1.988
C -2.497 1.380 1.358
C 0.756 1.482 -3.427
C 0.566 -0.576 -2.796
H 2.309 -2.185 2.978
H 0.539 -2.400 2.935
H -3.540 -0.335 2.270
H -1.268 2.753 0.227
H 2.804 -0.035 0.933
H 1.074 2.486 -3.642
H -3.420 1.845 1.013
H 1.246 -1.499 4.079
H -1.533 -1.352 3.003
H -1.470 -0.857 -3.511
H 0.580 -1.654 -0.975
H 2.021 -1.897 -2.020
H -1.251 1.548 -4.294
H 0.797 -2.751 -2.509
H 1.394 1.779 0.024

Results
Energy relative to the best compared isomer or geometry (same formula, charge and spin), kJ/mol: 77.4
2S+1: 1
Structure (SMILES): Cc1c[nH]c2ccccc12.Cc1c[nH]cn1
LUMO energy, Ha: 0.027

Partial charges, Mulliken, in e: -0.08, -0.12, -0.56, -0.58, -0.91, -0.15, -1.45, 1.10, 0.79, -0.39, -0.76, -0.93, -1.00, -0.21, -0.23, 0.60, 0.36, 0.26, 0.39, 0.42, 0.38, 0.43, 0.32, 0.35, 0.24, 0.41, 0.13, 0.31, 0.21, 0.38, 0.32

Record 2
ORCA calculation (ωB97M-V/def2-TZVPD) on a single C13H15N3O4S molecule.

Atoms and positions in Å:
S 0.804 -0.362 -0.274
O 2.351 2.458 -0.355
O 0.700 -1.291 -1.361
O 0.409 -0.847 1.019
O 6.505 0.768 0.233
N 4.403 1.583 -0.078
N 0.035 1.049 -0.663
N 4.753 -0.676 0.197
C -3.800 -2.263 0.002
C -3.127 2.642 0.324
C 3.026 1.455 -0.209
C -3.970 1.547 0.344
C 2.982 -2.341 0.192
C 2.553 0.094 -0.147
C -2.156 0.131 -0.300
C -3.492 0.275 0.035
C -4.451 -0.887 0.064
C 5.322 0.585 0.124
C -1.788 2.493 0.010
C 3.422 -0.930 0.072
C -1.304 1.229 -0.304
H -4.557 -3.034 0.127
H -3.062 -2.371 0.793
H -3.310 -2.421 -0.955
H -1.121 3.341 0.002
H -5.145 -0.779 -0.776
H -5.011 1.675 0.602
H 2.493 -2.647 -0.733
H 4.770 2.529 -0.124
H 3.813 -3.005 0.413
H 2.224 -2.414 0.971
H -1.740 -0.828 -0.557
H -5.046 -0.813 0.979
H 0.629 1.872 -0.589
H -3.512 3.622 0.565
H 5.400 -1.440 0.356

Results
Energy relative to the best compared isomer or geometry (same formula, charge and spin), kJ/mol: 10.5
2S+1: 1
Structure (SMILES): CCc1cccc(NS(=O)(=O)c2c(C)[nH]c(=O)[nH]c2=O)c1
LUMO energy, Ha: 0.002

Partial charges, Mulliken, in e: 1.30, -0.72, -0.66, -0.62, -0.61, -0.06, -0.22, -0.10, -1.42, -0.62, 0.61, -0.81, -1.54, -0.23, 0.16, 0.25, -0.36, 0.20, -0.85, 0.55, 0.42, 0.38, 0.36, 0.33, 0.40, 0.29, 0.41, 0.36, 0.25, 0.36, 0.35, 0.49, 0.36, 0.39, 0.37, 0.22

Record 3
ORCA calculation (ωB97M-V/def2-TZVPD) on a molecular structure, C13H15N8S2V.

Atoms and positions in Å:
V 0.495 -0.247 -0.005
S 0.992 -2.255 -0.949
S 0.618 -0.455 2.385
N -3.563 0.632 -0.366
N -1.578 -0.402 -0.258
N -0.213 1.890 0.047
N 2.678 0.298 0.292
N 2.760 -0.095 3.857
N -3.693 -0.699 -0.525
N 3.087 0.306 1.640
N -1.447 4.375 0.251
C -2.277 0.775 -0.209
C -0.439 -5.969 -0.984
C -0.537 -3.797 0.763
C -1.547 2.027 -0.021
C 0.492 3.008 0.219
C -2.519 -1.315 -0.467
C -0.129 4.246 0.318
C 2.255 -0.064 2.635
C -2.158 3.269 0.083
C 0.149 -3.695 -0.456
C -1.170 -4.979 1.094
C -1.124 -6.064 0.221
C 0.198 -4.791 -1.328
H -3.236 3.358 0.028
H 0.456 5.147 0.454
H -1.617 -6.989 0.488
H 1.569 2.929 0.287
H 0.737 -4.707 -2.263
H -2.372 -2.378 -0.569
H 2.940 1.191 -0.121
H -1.692 -5.066 2.038
H 4.076 0.418 1.816
H -0.399 -6.817 -1.655
H 3.202 -0.425 -0.201
H -4.608 -1.101 -0.676
H -0.546 -2.963 1.453
H 2.167 -0.363 4.627
H 3.715 0.155 4.068

Results
Energy relative to the best compared isomer or geometry (same formula, charge and spin), kJ/mol: 42.8
2S+1: 3
Total charge: +2
LUMO energy (alpha / beta), Ha: -0.302 / -0.247

Partial charges, Mulliken, in e: 0.55, -0.23, -0.35, -0.63, 0.26, -0.08, -0.37, -0.40, 0.19, -0.33, -0.49, 0.06, -0.57, -0.24, 0.34, -0.12, -0.30, -0.39, 0.95, -0.24, 0.77, -0.56, -0.47, -0.50, 0.48, 0.39, 0.42, 0.31, 0.43, 0.51, 0.30, 0.43, 0.24, 0.41, 0.39, 0.22, 0.20, 0.23, 0.21

Record 4
ORCA calculation (ωB97M-V/def2-TZVPD) on a single C13H15NO2 molecule.

Atoms and positions in Å:
O 0.162 -1.515 -2.062
O -0.483 0.081 -0.515
N 1.641 -1.016 -0.486
C 2.007 -0.441 0.730
C -3.960 0.214 -1.911
C 2.603 -1.962 -1.085
C 0.372 -0.838 -1.059
C -2.501 1.525 -0.404
C 1.184 -0.665 1.871
C -3.861 1.542 -1.169
C 2.670 0.688 3.200
C 1.501 -0.048 3.097
C 3.179 0.321 0.884
C 3.517 0.850 2.106
C -2.601 -0.446 -1.736
C -1.779 0.320 -0.942
H 4.460 1.403 2.162
H 3.521 -1.958 -0.509
H -2.640 1.405 0.663
H -4.218 0.349 -2.963
H -1.942 2.419 -0.583
H 3.865 0.482 0.033
H 2.909 1.189 4.161
H 2.814 -1.654 -2.135
H -4.768 -0.394 -1.438
H 0.281 -1.289 1.837
H -2.297 -1.403 -2.166
H 0.794 -0.160 3.928
H 2.218 -2.985 -1.100
H -4.729 1.651 -0.506
H -3.919 2.337 -1.903

Results
Energy relative to the best compared isomer or geometry (same formula, charge and spin), kJ/mol: 0.0
2S+1: 1
Structure (SMILES): CN(C(=O)OC1=CCCC1)c1ccccc1
LUMO energy, Ha: 0.031

Partial charges, Mulliken, in e: -0.65, -0.28, 0.24, 0.20, -0.45, -1.04, 0.45, -0.59, -0.12, -0.63, -0.35, -0.66, -0.25, -0.55, -0.53, 0.31, 0.34, 0.41, 0.31, 0.31, 0.30, 0.41, 0.32, 0.30, 0.24, 0.33, 0.43, 0.35, 0.31, 0.28, 0.26

Record 5
ORCA calculation (ωB97M-V/def2-TZVPD) on a molecular structure, C13H16AuIO2S3.

Atoms and positions in Å:
Au -0.759 -0.004 -1.351
I 7.909 -2.334 -0.291
S -2.004 -1.078 0.748
S -2.860 0.784 -2.083
S -0.684 2.189 0.332
O 1.219 -0.656 -1.180
O 1.117 -1.279 0.985
C 3.956 -0.897 -1.197
C -3.935 -0.404 -1.200
C -1.730 1.627 1.718
C 5.121 -2.422 0.854
C 3.773 -2.158 0.885
C -1.625 0.139 2.042
C 3.185 -1.403 -0.138
C 1.702 -1.098 -0.072
C -1.871 3.076 -0.735
C 5.883 -1.922 -0.218
C -3.133 2.345 -1.151
C -3.714 -0.570 0.288
C 5.304 -1.154 -1.246
H -4.964 -0.096 -1.393
H 3.480 -0.315 -1.972
H -1.375 2.172 2.592
H -3.980 0.318 0.857
H -2.751 1.948 1.524
H -1.271 3.343 -1.606
H -0.611 -0.126 2.331
H -3.689 2.989 -1.833
H 5.588 -2.999 1.640
H -3.783 2.108 -0.312
H -4.357 -1.384 0.626
H -3.760 -1.342 -1.727
H 3.157 -2.533 1.691
H 5.909 -0.773 -2.057
H -2.150 3.997 -0.223
H -2.297 -0.087 2.872

Results
2S+1: 3
Total charge: +2
LUMO energy (alpha / beta), Ha: -0.211 / -0.364

Partial charges, Mulliken, in e: 0.63, 0.51, -0.04, -0.07, -0.08, -0.80, -0.59, -0.46, -0.80, -0.70, -0.42, -0.44, -0.66, 0.36, 0.84, -0.83, 0.13, -0.51, -0.63, -0.44, 0.45, 0.41, 0.50, 0.40, 0.38, 0.43, 0.40, 0.48, 0.42, 0.36, 0.47, 0.46, 0.45, 0.41, 0.44, 0.52

Record 6
ORCA calculation (ωB97M-V/def2-TZVPD) on a single C13H16BNO4S molecule.

Atoms and positions in Å:
S -0.119 5.519 0.227
O -0.611 2.290 -0.078
O 1.969 0.348 -0.466
O 1.973 -1.356 -2.202
O -0.871 -4.029 0.142
N -0.129 1.326 -2.101
C -0.573 -2.180 1.383
C -0.127 -2.175 3.732
C -0.205 -3.577 3.753
C -0.904 -0.348 -0.376
C -0.738 -1.753 0.072
C -0.640 -3.579 1.384
C -0.308 4.953 -1.471
C -0.491 -4.284 2.618
C -0.408 -1.466 2.562
C -0.175 -0.069 -1.654
C 0.492 3.656 -1.759
C -0.955 -2.898 -0.684
C -0.146 2.416 -1.209
B 1.331 -0.423 -1.414
H 2.912 0.317 -0.249
H -0.538 4.238 0.530
H -1.123 -2.881 -1.771
H -1.354 4.768 -1.708
H 0.641 3.574 -2.814
H -1.944 -0.104 -0.509
H 0.071 5.772 -2.088
H -0.566 -5.354 2.645
H -0.443 -0.411 2.560
H 0.183 -1.655 4.613
H 0.400 1.414 -2.980
H -0.459 0.350 0.353
H -0.582 -0.694 -2.449
H 1.471 3.742 -1.257
H 2.923 -1.383 -2.025
H 0.045 -4.063 4.685

Results
Energy relative to the best compared isomer or geometry (same formula, charge and spin), kJ/mol: 24.3
2S+1: 1
Structure (SMILES): O=C(CCS)N[C@H](Cc1coc2ccccc12)B(O)O
LUMO energy, Ha: 0.002

Partial charges, Mulliken, in e: -0.26, -0.68, -0.65, -0.55, -0.44, -0.25, 0.77, -0.71, -0.55, -0.48, 1.10, -0.10, -0.77, -0.70, -0.61, -0.71, -0.69, -1.05, 0.82, 0.84, 0.29, 0.18, 0.36, 0.36, 0.33, 0.58, 0.37, 0.41, 0.54, 0.41, 0.34, 0.31, 0.28, 0.26, 0.27, 0.37

| no. | calculated total energy (eV) | maximum force (eV/Å) |
| --- | --- | --- |
| 1 | -18193.9832 | 2.57 |
| 2 | -37221.0007 | 0.88 |
| 3 | -72990.4521 | 0.40 |
| 4 | -19308.8088 | 3.41 |
| 5 | -62117.4725 | 1.29 |
| 6 | -34934.4123 | 3.27 |